[1]
{
  "formula": "C25H30N5O6SeSn",
  "method": "ωB97M-V/def2-TZVPD",
  "symbols": ["Sn", "O", "C", "O", "C", "C", "C", "C", "C", "O", "C", "C", "O", "O", "H", "H", "H", "H", "H", "H", "H", "H", "O", "C", "C", "C", "C", "C", "C", "N", "H", "H", "H", "H", "H", "H", "H", "C", "C", "C", "C", "N", "C", "N", "N", "N", "H", "H", "H", "H", "H", "H", "H", "H", "H", "H", "Se", "C", "C", "C", "C", "C", "C", "H", "H", "H", "H", "H"],
  "xyz": [[0.39, -0.07, 0.12], [-4.29, -0.58, 0.52], [-3.11, -0.35, 0.69], [-2.02, -0.80, 0.38], [-3.08, 0.99, 1.74], [-2.10, 0.67, 2.87], [-2.38, 1.71, 3.97], [-1.77, 2.99, 3.35], [-1.26, 2.47, 2.01], [-0.85, 1.12, 2.34], [-2.43, 2.19, 1.05], [-1.97, 1.87, -0.39], [-2.80, 1.87, -1.28], [-0.69, 1.62, -0.57], [-4.11, 1.12, 2.06], [-2.03, -0.36, 3.19], [-3.44, 1.79, 4.20], [-1.86, 1.41, 4.88], [-2.49, 3.80, 3.24], [-0.94, 3.36, 3.95], [-0.44, 3.01, 1.56], [-3.13, 3.02, 0.96], [2.54, -1.27, -1.00], [2.64, -1.45, -2.40], [1.33, -1.09, -3.04], [1.15, -1.35, -4.39], [-0.05, -1.04, -4.99], [-1.06, -0.47, -4.22], [-0.81, -0.23, -2.89], [0.37, -0.52, -2.30], [3.37, -1.51, -0.57], [2.87, -2.50, -2.64], [3.43, -0.83, -2.82], [1.96, -1.81, -4.95], [-0.20, -1.24, -6.04], [-2.02, -0.21, -4.65], [-1.56, 0.24, -2.27], [0.58, 5.58, -1.98], [1.91, 6.04, -1.38], [1.74, 6.42, 0.09], [3.01, 5.00, -1.59], [2.72, 3.72, -0.94], [2.03, 2.67, -1.39], [1.96, 1.79, -0.42], [2.63, 2.31, 0.63], [3.08, 3.47, 0.33], [-0.16, 6.37, -1.93], [0.17, 4.72, -1.44], [0.69, 5.30, -3.04], [2.25, 6.91, -1.93], [1.35, 5.59, 0.67], [1.04, 7.25, 0.18], [2.69, 6.73, 0.54], [3.96, 5.34, -1.16], [3.16, 4.79, -2.65], [1.57, 2.60, -2.36], [0.55, -3.09, 1.99], [0.60, -4.03, 3.59], [1.14, -3.44, 4.74], [1.19, -4.14, 5.93], [0.70, -5.44, 5.98], [0.17, -6.05, 4.85], [0.11, -5.35, 3.65], [1.51, -2.42, 4.68], [1.60, -3.68, 6.81], [0.74, -6.00, 6.91], [-0.21, -7.06, 4.90], [-0.30, -5.80, 2.77]],
  "mulliken_charge": [0.962, -0.439, 0.390, -0.388, -0.343, -0.100, -0.956, -0.883, 0.084, -0.476, 0.430, -0.629, -0.664, 0.114, 0.593, 0.655, 0.408, 0.337, 0.372, 0.374, 0.339, 0.579, -0.348, -0.666, 0.517, -0.820, -0.233, -1.061, -0.472, 0.404, 0.250, 0.428, 0.343, 0.450, 0.439, 0.490, 0.447, -1.100, 0.866, -1.316, -1.251, 0.653, -0.517, 0.514, -0.466, -0.602, 0.443, -0.018, 0.354, 0.287, 0.126, 0.441, 0.367, 0.387, 0.439, 0.568, -0.115, 0.117, -0.274, -0.504, -0.376, -0.558, -0.287, 0.395, 0.379, 0.376, 0.372, 0.375],
  "homo_lumo_gap_ev": [5.08, 6.48],
  "total_charge": 1,
  "energy_ev": -117317.6626
}

***

[2]
{
  "formula": "C20H56BN13O29P",
  "method": "ωB97M-V/def2-TZVPD",
  "symbols": ["C", "B", "O", "P", "C", "C", "C", "C", "O", "C", "C", "O", "H", "H", "H", "H", "H", "H", "H", "H", "H", "H", "H", "H", "H", "H", "H", "H", "H", "C", "N", "O", "O", "H", "H", "H", "C", "N", "O", "O", "H", "H", "H", "C", "N", "O", "O", "H", "H", "H", "C", "N", "O", "O", "H", "H", "H", "C", "N", "O", "O", "H", "H", "H", "C", "N", "O", "O", "H", "H", "H", "C", "N", "O", "O", "H", "H", "H", "C", "N", "O", "O", "H", "H", "H", "C", "N", "O", "O", "H", "H", "H", "C", "N", "O", "O", "H", "H", "H", "C", "N", "O", "O", "H", "H", "H", "C", "N", "O", "O", "H", "H", "H", "C", "N", "O", "O", "H", "H", "H"],
  "xyz": [[-1.27, 2.75, 2.22], [-0.71, 1.32, 1.97], [-0.75, 0.31, 2.91], [0.12, 0.83, 0.26], [1.18, -0.60, 0.55], [-1.16, 0.46, -1.00], [-2.32, 1.48, -1.02], [-3.49, 1.10, -0.12], [-4.32, 0.14, -0.78], [-4.25, -1.15, -0.33], [-4.56, -1.45, 1.12], [-4.03, -2.03, -1.12], [-0.83, 3.18, 3.12], [-1.14, 3.41, 1.36], [-2.35, 2.65, 2.38], [-1.29, -0.42, 2.57], [0.89, 1.87, -0.26], [2.13, -0.26, 0.94], [1.28, -1.17, -0.37], [0.70, -1.27, 1.27], [-1.49, -0.57, -0.93], [-0.64, 0.54, -1.95], [-1.98, 2.49, -0.77], [-2.69, 1.53, -2.04], [-3.17, 0.76, 0.87], [-4.09, 1.99, 0.07], [-4.46, -2.53, 1.25], [-5.55, -1.11, 1.40], [-3.84, -0.96, 1.78], [-7.91, -2.84, -0.15], [-8.36, -2.29, 1.16], [-9.21, -2.87, 1.77], [-7.82, -1.25, 1.52], [-8.47, -3.75, -0.35], [-8.10, -2.09, -0.91], [-6.85, -3.05, -0.07], [-8.13, 0.25, 4.13], [-7.99, 0.72, 5.54], [-8.96, 0.68, 6.26], [-6.89, 1.12, 5.87], [-9.15, -0.08, 3.98], [-7.90, 1.09, 3.48], [-7.43, -0.56, 3.98], [-4.84, 3.40, 4.73], [-4.28, 3.54, 3.36], [-3.82, 4.61, 3.02], [-4.31, 2.54, 2.64], [-4.74, 4.35, 5.24], [-5.88, 3.11, 4.63], [-4.27, 2.62, 5.23], [5.62, -2.49, 1.55], [4.29, -1.86, 1.33], [4.25, -0.83, 0.67], [3.32, -2.41, 1.82], [6.37, -1.89, 1.07], [5.78, -2.53, 2.62], [5.57, -3.48, 1.11], [2.29, -0.83, -4.42], [1.82, -0.42, -3.08], [0.98, -1.12, -2.52], [2.30, 0.57, -2.58], [1.77, -1.74, -4.70], [2.06, -0.02, -5.11], [3.36, -0.99, -4.35], [4.47, -4.69, -4.45], [4.57, -3.53, -5.39], [4.36, -3.72, -6.56], [4.86, -2.45, -4.89], [4.21, -5.57, -5.03], [5.43, -4.80, -3.97], [3.70, -4.45, -3.72], [3.73, 2.47, -0.04], [3.16, 2.74, 1.31], [2.24, 2.01, 1.70], [3.61, 3.65, 1.95], [3.22, 1.61, -0.46], [3.57, 3.36, -0.64], [4.78, 2.26, 0.10], [7.43, -0.10, 5.70], [7.04, -0.79, 4.43], [7.86, -0.84, 3.54], [5.92, -1.25, 4.39], [8.45, 0.26, 5.59], [6.73, 0.72, 5.85], [7.35, -0.83, 6.50], [0.94, -0.43, 5.33], [1.11, -0.48, 6.81], [2.08, 0.07, 7.28], [0.26, -1.08, 7.44], [1.76, 0.13, 4.91], [0.93, -1.45, 4.97], [-0.01, 0.06, 5.13], [5.48, -7.37, 0.44], [5.57, -6.23, -0.51], [5.22, -6.41, -1.66], [6.00, -5.18, -0.08], [5.09, -8.23, -0.09], [6.49, -7.56, 0.81], [4.83, -7.07, 1.25], [3.87, 3.69, -5.04], [3.14, 3.49, -3.76], [3.69, 3.81, -2.73], [2.02, 3.03, -3.83], [4.85, 4.10, -4.81], [3.96, 2.71, -5.51], [3.29, 4.36, -5.65], [-6.39, -1.46, -4.15], [-6.97, -2.82, -3.95], [-6.31, -3.77, -4.30], [-8.07, -2.87, -3.44], [-5.41, -1.57, -4.61], [-7.07, -0.91, -4.79], [-6.31, -0.99, -3.17], [2.66, 7.95, -7.80], [2.75, 6.73, -6.94], [3.48, 6.77, -5.97], [2.08, 5.77, -7.26], [3.31, 8.71, -7.38], [2.97, 7.66, -8.80], [1.62, 8.26, -7.79]],
  "mulliken_charge": [-0.363, -0.192, -0.145, 0.625, -0.832, -0.535, -1.175, 0.072, -0.319, 0.929, -0.749, -0.582, 0.493, 0.381, -0.288, 0.234, 0.009, -0.030, 0.550, 0.538, 0.527, 0.206, 0.414, 0.571, -0.157, 0.369, 0.382, 0.066, 0.144, -0.644, 0.880, -0.540, -0.545, 0.323, 0.290, 0.198, -0.687, 0.906, -0.522, -0.558, 0.333, 0.266, 0.267, -0.701, 0.819, -0.497, -0.571, 0.337, 0.210, 0.303, -0.426, 1.051, -0.536, -0.561, 0.340, 0.179, 0.072, -0.881, 0.939, -0.577, -0.406, 0.335, 0.292, 0.305, -0.728, 0.899, -0.516, -0.561, 0.325, 0.320, 0.254, -0.689, 0.895, -0.500, -0.544, -0.017, 0.453, 0.412, -0.742, 0.889, -0.524, -0.535, 0.317, 0.295, 0.284, -0.685, 0.933, -0.542, -0.545, 0.301, 0.272, 0.233, -0.751, 0.908, -0.517, -0.604, 0.306, 0.300, 0.297, -0.592, 0.980, -0.608, -0.533, 0.326, 0.295, 0.103, -0.618, 0.916, -0.527, -0.542, 0.296, 0.329, 0.145, -0.700, 0.866, -0.520, -0.525, 0.318, 0.277, 0.282],
  "e_above_lowest_kj_mol": 0.0,
  "homo_lumo_gap_ev": 9.95,
  "total_charge": 1,
  "energy_ev": -110321.7851
}

***

[3]
{
  "formula": "C3H5FN4",
  "method": "ωB97M-V/def2-TZVPD",
  "symbols": ["H", "N", "C", "N", "C", "C", "F", "N", "N", "H", "H", "H", "H"],
  "xyz": [[2.11, 1.27, 0.04], [2.22, 0.26, -0.01], [1.03, -0.19, -0.09], [0.69, -1.50, -0.11], [-0.72, -1.60, 0.01], [-1.20, -0.36, -0.02], [-2.44, 0.05, -0.03], [-0.18, 0.52, -0.20], [-0.23, 1.87, -0.01], [1.23, -2.25, 0.28], [-1.24, -2.53, -0.06], [-0.52, 2.10, 0.93], [-0.74, 2.36, -0.73]],
  "mulliken_charge": [0.274, -0.732, 0.298, -0.164, -0.517, 0.380, -0.263, 0.346, -0.731, 0.256, 0.400, 0.213, 0.240],
  "smiles": "[H]/N=c1/[nH]cc(F)n1N",
  "e_above_lowest_kj_mol": 110.8,
  "homo_lumo_gap_ev": 8.32,
  "total_charge": 0,
  "energy_ev": -11868.3662
}

***

[4]
{
  "formula": "H12MgO6",
  "method": "ωB97M-V/def2-TZVPD",
  "symbols": ["Mg", "O", "H", "H", "O", "H", "H", "O", "H", "H", "O", "H", "H", "O", "H", "H", "O", "H", "H"],
  "xyz": [[29.31, 3.37, 12.77], [28.51, 3.49, 9.10], [28.86, 4.11, 8.46], [28.07, 2.82, 8.56], [29.45, -0.21, 12.41], [30.20, -0.65, 12.00], [28.88, -0.92, 12.69], [30.26, 2.94, 16.28], [29.94, 3.11, 17.17], [31.21, 3.00, 16.36], [33.10, 3.55, 12.41], [33.47, 3.33, 11.55], [33.85, 3.85, 12.92], [28.99, 7.07, 13.70], [28.44, 7.85, 13.66], [29.70, 7.32, 14.29], [25.47, 3.02, 13.56], [25.01, 3.58, 14.19], [24.79, 2.46, 13.18]],
  "mulliken_charge": [1.718, -0.599, 0.326, 0.325, -0.591, 0.328, 0.321, -0.608, 0.324, 0.337, -0.609, 0.330, 0.321, -0.612, 0.319, 0.333, -0.615, 0.328, 0.324],
  "e_above_lowest_kj_mol": 822.0,
  "homo_lumo_gap_ev": 5.09,
  "total_charge": 2,
  "energy_ev": -17905.5517
}

***

[5]
{
  "formula": "C3HBrClNO",
  "method": "ωB97M-V/def2-TZVPD",
  "symbols": ["C", "C", "C", "N", "O", "Cl", "Br", "H"],
  "xyz": [[0.89, -0.52, 0.00], [0.62, 0.85, 0.00], [-1.33, -0.63, 0.06], [-0.26, -1.22, 0.02], [-0.58, 1.23, 0.04], [1.91, 1.98, -0.05], [-3.10, -0.69, -0.04], [1.84, -1.00, -0.04]],
  "mulliken_charge": [-0.635, 0.747, 0.426, -0.306, -0.528, -0.161, 0.050, 0.406],
  "e_above_lowest_kj_mol": 141.0,
  "homo_lumo_gap_ev": 8.22,
  "total_charge": 0,
  "energy_ev": -89227.0609
}

***

[6]
{
  "formula": "C18H19ClN2O2S",
  "method": "ωB97M-V/def2-TZVPD",
  "symbols": ["C", "N", "C", "C", "C", "C", "C", "C", "C", "C", "C", "H", "H", "H", "H", "H", "H", "H", "H", "H", "H", "H", "H", "H", "H", "N", "C", "C", "C", "C", "C", "S", "C", "Cl", "O", "O", "C", "C", "H", "H", "H", "H", "H"],
  "xyz": [[2.73, -1.41, 3.14], [1.34, -1.70, 2.79], [1.07, -3.00, 2.21], [0.40, -0.86, 3.17], [-1.00, -1.16, 3.25], [-1.54, -2.40, 3.70], [-2.89, -2.67, 3.58], [-3.78, -1.70, 3.10], [-5.23, -2.02, 2.93], [-3.28, -0.42, 2.79], [-1.92, -0.15, 2.88], [3.35, -2.21, 2.73], [3.05, -0.43, 2.73], [2.86, -1.35, 4.23], [2.01, -3.34, 1.78], [0.72, -3.73, 2.96], [0.31, -2.97, 1.42], [0.79, 0.12, 3.51], [-0.88, -3.15, 4.15], [-3.31, -3.64, 3.88], [-5.77, -1.15, 2.55], [-5.37, -2.84, 2.23], [-5.70, -2.32, 3.88], [-3.98, 0.35, 2.49], [-1.51, 0.83, 2.66], [3.75, 5.01, -7.66], [3.17, 4.42, -6.83], [2.46, 3.71, -5.79], [2.78, 3.94, -4.44], [2.10, 3.25, -3.43], [1.11, 2.34, -3.76], [0.20, 1.48, -2.43], [1.15, 0.08, -2.07], [0.74, -0.85, -0.76], [0.20, 2.41, -1.32], [-1.04, 1.06, -3.04], [0.79, 2.08, -5.10], [1.47, 2.77, -6.11], [3.54, 4.67, -4.18], [2.33, 3.46, -2.38], [1.54, -0.46, -2.93], [0.00, 1.37, -5.35], [1.22, 2.58, -7.15]],
  "mulliken_charge": [-0.871, 0.220, -0.948, -0.223, 0.353, -0.503, -0.451, 0.991, -1.382, -0.708, -0.743, 0.269, 0.359, 0.364, 0.358, 0.309, 0.395, 0.500, 0.524, 0.404, 0.358, 0.330, 0.334, 0.309, 0.426, -0.520, 0.020, 0.513, -0.601, -0.233, 0.030, 1.024, -0.714, -0.192, -0.682, -0.645, -0.370, -0.546, 0.389, 0.403, 0.328, 0.425, 0.397],
  "e_above_lowest_kj_mol": 670.4,
  "homo_lumo_gap_ev": 2.96,
  "total_charge": 0,
  "energy_ev": -49402.0759
}